Record 1
Below is one molecule with the formula C4H5FOS, with properties calculated with ωB97M-V/def2-TZVPD.

```
! wB97M-V def2-TZVPD RIJCOSX def2/J DEFGRID3
* xyz 0 1
O 2.04 0.58 -0.65
C 1.16 0.01 -0.03
C 0.13 -0.83 -0.75
S -0.95 -0.26 -1.82
C 0.87 0.11 1.38
C -0.45 0.77 1.70
F -1.45 -0.13 1.49
H 0.08 -1.91 -0.44
H 1.67 0.60 1.91
H 0.84 -0.97 1.71
H -0.54 1.69 1.20
H -0.44 0.94 2.76
*
```

Computed properties:
energy relative to the best compared isomer or geometry (same formula, charge and spin)	0.979	eV
structure (SMILES)	O=C(C=S)CCF
largest force on an atom	3.01	eV Å⁻¹
gap between HOMO and LUMO	8.17	eV
DFT total energy	-19827.6070	eV
HOMO energy	-8.98	eV
molecular weight	120.15	g/mol

***

Record 2
Below is C4H3HgLiNaO2 as an isolated structure, with properties calculated with ωB97M-V/def2-TZVPD.

```
! wB97M-V def2-TZVPD RIJCOSX def2/J DEFGRID3
* xyz 2 2
C 0.46 0.33 -1.04
O 0.37 1.31 -1.73
Li 0.56 1.90 -3.51
Na -2.22 -1.01 1.34
C 0.50 -2.29 0.90
C 0.48 -1.08 0.95
C 0.27 0.32 0.53
O -1.00 0.77 0.79
Hg -1.82 2.87 1.09
H 0.57 -3.35 1.12
H 1.07 0.95 0.96
H 0.75 -0.73 -1.40
*
```

Computed properties:
expectation value of S²	0.755
largest force on an atom	2.05	eV Å⁻¹
gap between HOMO and LUMO (alpha / beta)	9.20 / 7.30	eV
DFT total energy	-17070.3426	eV
HOMO energy (alpha / beta)	-16.30 / -16.96	eV
molecular weight	313.59	g/mol

***

Record 3
Below is C20H28MgO12S4 as an isolated structure, with properties calculated with ωB97M-V/def2-TZVPD.

```
! wB97M-V def2-TZVPD RIJCOSX def2/J DEFGRID3
* xyz -1 2
Mg 5.60 -31.53 1.70
C 5.65 -32.09 -2.16
C 5.69 -30.92 -1.38
C 6.16 -29.54 -2.11
O 5.90 -28.38 -1.66
C 6.89 -29.69 -3.34
C 6.93 -30.87 -3.97
C 6.21 -32.06 -3.40
O 5.88 -33.03 -4.18
O 7.85 -30.97 -4.88
O 5.55 -30.87 -0.15
H 5.21 -33.03 -1.86
H 7.47 -28.80 -3.55
C 5.36 -32.33 7.39
C 4.14 -31.69 7.59
C 3.44 -31.07 6.31
O 2.36 -30.56 6.55
C 3.93 -31.41 4.96
C 5.21 -32.00 4.90
C 5.93 -32.36 6.18
O 7.08 -32.90 6.15
O 5.68 -32.16 3.64
O 3.66 -31.78 8.69
H 5.81 -32.79 8.25
H 3.49 -30.94 4.09
C 8.75 -32.65 0.25
S 8.75 -30.92 0.83
O 7.57 -30.91 1.80
C 10.13 -31.13 2.00
H 9.73 -33.06 -0.01
H 8.04 -32.72 -0.58
H 8.40 -33.19 1.12
H 10.43 -30.09 2.10
H 11.00 -31.67 1.62
H 9.78 -31.39 3.00
C 2.62 -29.72 -0.31
S 2.37 -30.88 1.09
O 3.69 -31.62 1.45
C 2.26 -29.56 2.43
H 2.88 -30.23 -1.23
H 3.38 -28.95 -0.26
H 1.74 -29.08 -0.24
H 1.65 -28.73 2.06
H 3.30 -29.34 2.66
H 1.85 -29.96 3.36
C 6.61 -27.52 1.38
S 5.84 -28.45 2.74
O 5.35 -29.77 2.32
C 7.38 -28.73 3.83
H 7.38 -26.79 1.63
H 5.82 -27.05 0.79
H 6.98 -28.07 0.51
H 7.53 -27.76 4.32
H 8.33 -28.97 3.36
H 7.16 -29.52 4.54
C 4.85 -35.44 -0.54
S 5.41 -34.65 1.01
O 5.65 -33.19 0.73
C 3.60 -34.63 1.48
H 5.69 -35.72 -1.17
H 4.17 -34.79 -1.08
H 4.30 -36.37 -0.40
H 3.09 -34.08 0.70
H 3.32 -34.09 2.39
H 3.30 -35.68 1.57
*
```

Computed properties:
expectation value of S²	0.786
largest force on an atom	6.36	eV Å⁻¹
gap between HOMO and LUMO (alpha / beta)	4.76 / 2.87	eV
DFT total energy	-94546.1644	eV
HOMO energy (alpha / beta)	-3.40 / -3.40	eV
molecular weight	613.00	g/mol

***

Record 4
Below is C24H30N6O3 as an isolated structure, with properties calculated with ωB97M-V/def2-TZVPD.

```
! wB97M-V def2-TZVPD RIJCOSX def2/J DEFGRID3
* xyz 0 1
C -5.21 -2.78 2.82
H -6.02 -3.07 2.19
O -3.95 -3.13 2.03
C -3.99 -2.89 0.68
C -3.64 -1.56 0.35
N -3.58 -1.19 -0.84
C -2.63 -0.59 -1.41
N -2.88 -0.47 -2.97
N -4.06 -1.12 -3.04
N -4.38 -1.56 -1.81
C -1.44 0.47 -0.98
N -0.79 -0.42 -0.10
C -0.28 -2.04 -0.55
C 0.90 -1.78 -1.37
N 2.01 -1.26 -0.90
C 1.63 0.10 -0.29
C 0.54 -0.02 0.59
H 0.21 1.12 0.87
H 0.88 -0.28 1.39
H 2.53 0.62 0.20
H 1.43 0.73 -1.41
C 3.11 -1.22 -1.43
C 4.44 -0.81 -0.73
C 4.54 -1.37 0.68
C 5.70 -0.93 1.05
C 6.73 -0.25 0.72
C 6.51 0.04 -0.56
C 5.44 0.08 -1.37
H 5.22 0.28 -2.22
O 7.61 0.98 -0.80
C 8.42 1.11 0.22
O 7.79 0.17 1.14
H 9.42 0.63 0.02
H 8.51 1.90 0.63
H 5.79 -1.55 2.29
H 3.87 -1.86 0.94
H 3.18 -0.68 -2.66
H 3.34 -2.34 -1.64
H 1.12 -2.86 -1.63
H 0.49 -1.24 -2.26
H -1.08 -2.42 -0.75
H -0.17 -2.35 0.69
C -2.06 1.51 -0.40
C -2.34 1.55 0.94
C -2.97 2.93 1.30
C -3.00 3.85 0.49
C -2.76 3.65 -0.80
C -2.12 2.45 -1.27
H -1.99 2.58 -2.46
H -3.18 4.63 -1.49
C -3.78 5.22 0.94
H -3.78 5.26 2.02
H -4.64 5.28 0.54
H -3.21 5.96 0.70
H -2.99 2.89 2.53
H -2.02 0.99 1.81
H -0.76 0.48 -1.93
H -2.79 -1.17 1.04
H -4.41 -0.63 0.94
H -3.13 -3.51 0.56
H -4.93 -3.13 0.11
H -5.21 -1.70 2.98
H -5.20 -3.26 3.64
*
```

Computed properties:
energy relative to the best compared isomer or geometry (same formula, charge and spin)	33.493	eV
largest force on an atom	19.33	eV Å⁻¹
gap between HOMO and LUMO	8.41	eV
DFT total energy	-40427.8163	eV
HOMO energy	-7.92	eV
molecular weight	450.54	g/mol

***

> What is the molecular weight in the second record?

313.59 g/mol

***

> The lowest largest force on an atom belongs to which entry?

C4H3HgLiNaO2